## one
Formula: ClH2NP2
Source: the OMol25 dataset
Level of theory: wB97M-V/def2-TZVPD

The geometry in XYZ format:
```
6
Properties=species:S:1:pos:R:3:mulliken_charge:R:1
N -0.01288 1.39029 0.01422 -0.4094
P 0.14367 -0.13447 0.01284 0.5209
P -2.01355 -0.78084 0.02330 -0.0335
Cl 2.80376 -0.37722 0.00027 -0.4256
H 0.74604 2.04826 0.06423 0.2988
H -1.66704 -2.14602 -0.11486 0.0489
```

Properties
* frontier orbital gap (alpha / beta): 0.20364 / 0.20963 Eh
* 2S+1: 1
* lowest unoccupied orbital energy (alpha / beta): -3.44 / -3.45 eV

=====

## two
Formula: ClH2NP2
Source: the OMol25 dataset
Level of theory: wB97M-V/def2-TZVPD

The geometry in XYZ format:
```
6
Properties=species:S:1:pos:R:3:mulliken_charge:R:1
N 0.03635 -1.40338 0.81314 -0.4085
P 0.03972 -0.73636 -0.57114 0.2703
P 0.95943 1.30170 0.18364 0.0682
Cl -1.53685 1.56006 -0.09357 -0.3049
H -0.33361 -2.30879 0.96124 0.2426
H 0.83495 1.58677 -1.29331 0.1323
```

Properties
* frontier orbital gap: 0.27360 Eh
* SMILES string: N=P#[PH]Cl
* 2S+1: 1
* lowest unoccupied orbital energy: -1.57 eV

=====

Most stable: two. Least stable: one.

=====

## one
Formula: C2H9NS2
Source: the OMol25 dataset
Level of theory: wB97M-V/def2-TZVPD

The geometry in XYZ format:
```
14
Properties=species:S:1:pos:R:3:mulliken_charge:R:1
C 0.68111 2.01136 -1.23724 -1.0578
C -0.21868 1.07350 -0.47486 -0.2125
N 0.43142 0.47261 0.66703 -0.4465
H 1.08427 2.79704 -0.60017 0.3513
H 0.01883 2.59563 -1.89600 0.3006
H 1.36869 1.44792 -1.86501 0.2847
H -0.51381 0.26111 -1.15845 0.1918
H -1.14624 1.56432 -0.13246 0.2577
H -0.16263 0.03416 1.33602 0.1960
H 1.19156 0.91636 1.15282 0.1574
S -1.48513 -3.53742 0.19205 -0.1595
S -0.76066 -2.97439 2.07970 -0.1955
H -0.66841 -4.62799 0.13934 0.1751
H 0.17968 -2.03421 1.79723 0.1573
```

Properties
* frontier orbital gap: 0.33413 Eh
* SMILES string: CCN.SS
* 2S+1: 1
* lowest unoccupied orbital energy: 0.25 eV

=====

## two
Formula: C2H9NS2
Source: the OMol25 dataset
Level of theory: wB97M-V/def2-TZVPD

The geometry in XYZ format:
```
14
Properties=species:S:1:pos:R:3:mulliken_charge:R:1
C -5.20039 -0.93667 -1.57625 -0.7527
S -4.59987 0.43201 -0.39884 -0.0099
S -3.21691 1.57079 -1.09958 -0.1940
H -6.07016 -1.34095 -0.95569 0.2280
H -4.62800 -1.84809 -1.67655 0.3172
H -5.56682 -0.45253 -2.45347 0.2792
H -3.68992 2.24621 -2.18784 0.1321
C 5.10262 0.48894 1.32484 -0.6551
N 4.40437 -0.79713 1.62485 -0.5825
H 4.38936 1.27359 1.06660 0.2372
H 5.82682 0.31599 0.65003 0.3043
H 5.72263 0.78616 2.21396 0.2665
H 3.78772 -0.71363 2.48936 0.2213
H 3.73855 -1.02470 0.97859 0.2083
```

Properties
* frontier orbital gap: 0.34460 Eh
* SMILES string: CSS.CN
* 2S+1: 1
* lowest unoccupied orbital energy: 0.69 eV

=====

Most stable: one. Least stable: two.

=====

## one
Formula: C5H6
Source: the OMol25 dataset
Level of theory: wB97M-V/def2-TZVPD

The geometry in XYZ format:
```
11
Properties=species:S:1:pos:R:3:mulliken_charge:R:1
C 0.93010 -0.91623 -0.06987 -0.3474
C 0.50570 -0.33801 1.04410 -0.4561
C -0.55884 0.72969 0.68992 -0.2973
C -0.61591 0.64491 -0.79250 -0.5049
C 0.18135 -0.35666 -1.20706 -0.2594
H 1.63667 -1.76966 -0.17161 0.3453
H 0.89627 -0.51572 2.06929 0.3360
H -1.58615 0.46227 1.04411 0.2264
H -0.19334 1.64768 1.06237 0.2670
H -1.40024 1.10967 -1.43514 0.3098
H 0.20440 -0.69795 -2.23361 0.3807
```

Properties
* frontier orbital gap: 0.36279 Eh
* SMILES string: C1=CCC=C1
* 2S+1: 1
* lowest unoccupied orbital energy: 1.24 eV

=====

## two
Formula: C5H6
Source: the OMol25 dataset
Level of theory: wB97M-V/def2-TZVPD

The geometry in XYZ format:
```
11
Properties=species:S:1:pos:R:3:mulliken_charge:R:1
C 1.63581 0.30228 -0.08384 0.0436
C 1.67892 -0.11718 -1.29229 -0.9014
C 0.11737 0.42366 -0.45837 0.0939
C -0.93293 -0.67207 -0.41051 -0.4828
C -0.58265 0.00213 0.84750 -0.6688
H 1.98715 0.59158 0.88925 0.4527
H -0.22246 1.35584 -0.89859 0.3981
H -1.88642 -0.41558 -0.86353 0.2389
H -0.59726 -1.69071 -0.57227 0.2508
H -1.21026 0.77133 1.27455 0.2477
H 0.01272 -0.55127 1.56810 0.3272
```

Properties
* frontier orbital gap: 0.39791 Eh
* 2S+1: 1
* lowest unoccupied orbital energy: 1.08 eV

=====

Most stable: one. Least stable: two.

=====

## one
Formula: C5H6
Source: the OMol25 dataset
Level of theory: wB97M-V/def2-TZVPD

The geometry in XYZ format:
```
11
Properties=species:S:1:pos:R:3:mulliken_charge:R:1
C -1.31035 -0.96661 0.38010 0.0995
C -1.96772 0.12112 0.33655 -0.9771
C -0.46931 0.17712 -0.45173 0.1653
C 0.62391 1.06021 0.09647 -0.4859
C 0.93082 -0.37408 -0.01326 -0.7167
H -0.99986 -1.99071 0.47523 0.4434
H -0.61182 0.25246 -1.52816 0.3754
H 1.08339 1.71460 -0.63539 0.2383
H 0.46950 1.48501 1.08197 0.2604
H 1.50650 -0.77314 -0.83726 0.2562
H 1.01647 -0.93338 0.91542 0.3413
```

Properties
* frontier orbital gap: 0.38240 Eh
* 2S+1: 1
* lowest unoccupied orbital energy: 1.04 eV

=====

## two
Formula: C5H6
Source: the OMol25 dataset
Level of theory: wB97M-V/def2-TZVPD

The geometry in XYZ format:
```
11
Properties=species:S:1:pos:R:3:mulliken_charge:R:1
C 1.20239 -1.73753 -1.21924 -0.0816
C 0.42536 -1.29692 -0.34702 -0.3082
C -0.57839 -0.47345 0.32257 -0.6480
C -0.12408 0.95230 0.70289 -0.0585
C -0.64615 2.14404 0.32871 -0.5557
H 1.92569 -2.17113 -1.84167 0.4089
H -1.47555 -0.50243 -0.18474 0.3839
H -0.94659 -0.97144 1.31720 0.2335
H 0.68582 0.86389 1.61063 0.1814
H -0.38260 3.14684 0.83746 0.2345
H -1.48156 2.10361 -0.46635 0.2097
```

Properties
* frontier orbital gap: 0.39989 Eh
* SMILES string: C#CCC=C
* 2S+1: 1
* lowest unoccupied orbital energy: 1.08 eV

=====

Most stable: two. Least stable: one.

=====

## one
Formula: C6H4O
Source: the OMol25 dataset
Level of theory: wB97M-V/def2-TZVPD

The geometry in XYZ format:
```
11
Properties=species:S:1:pos:R:3:mulliken_charge:R:1
C -2.27827 1.98938 -1.09441 -0.9101
C -1.37346 1.18954 -0.71953 0.2308
C -0.39619 0.30895 -0.15715 0.5458
C 0.23900 -0.79667 -0.63797 -0.4531
C 1.10308 -1.24239 0.40562 -0.3218
C 0.91516 -0.37709 1.43645 -0.3443
O 0.02265 0.57881 1.11089 -0.2911
H -1.21829 1.83216 -1.79216 0.2632
H 0.10050 -1.23458 -1.61710 0.4536
H 1.76178 -2.09914 0.39266 0.3921
H 1.31821 -0.31621 2.43668 0.4349
```

Properties
* frontier orbital gap: 0.36635 Eh
* 2S+1: 1
* lowest unoccupied orbital energy: 0.65 eV

=====

## two
Formula: C6H4O
Source: the OMol25 dataset
Level of theory: wB97M-V/def2-TZVPD

The geometry in XYZ format:
```
11
Properties=species:S:1:pos:R:3:mulliken_charge:R:1
C -2.32474 -0.13943 -0.77233 -1.2621
C -0.99383 0.10567 -0.22512 1.2510
C 0.10157 0.31868 0.23757 -0.2281
C 1.40876 0.63097 0.76334 -0.0638
O 1.68364 1.65417 1.33649 -0.4446
C 2.20724 -1.40463 1.25196 -0.4007
C 2.53170 -0.40205 0.50026 -0.1055
H -2.59785 0.65529 -1.47402 0.3013
H -3.06608 -0.14732 0.03262 0.2960
H -2.36912 -1.09826 -1.29671 0.3083
H 3.38344 -0.08736 -0.09613 0.3482
```

Properties
* frontier orbital gap: 0.33907 Eh
* 2S+1: 1
* lowest unoccupied orbital energy: -1.08 eV

=====

Most stable: one. Least stable: two.